Entry from OMol25: C3H3I5O3 as an isolated structure (the ωB97M-V functional and the def2-TZVPD basis).

Computed properties:
- HOMO-LUMO gap (eV) = 7.28
- ΔE to the lowest compared entry with this formula, charge and spin (kcal/mol) = 19.4
- total charge = 0
- molar mass (g/mol) = 721.6
- highest occupied orbital energy (eV) = -8.80
- lowest unoccupied orbital energy (eV) = -1.5264
- E_tot (eV) = -49802.858

Geometry (Å):
C -0.418 0.211 -0.025
C -0.006 -0.445 1.295
C 0.299 0.056 -1.308
O -0.443 1.569 0.084
O -0.325 -1.775 1.258
O 1.563 0.773 -1.248
I -2.670 -0.939 -0.505
I 2.090 -0.058 1.657
I -1.162 0.443 2.838
I -0.669 0.805 -3.089
I 1.024 -1.859 -1.737
H -1.014 1.981 0.782
H 0.379 -2.431 1.149
H 1.351 1.670 -1.149


Entry from OMol25: a 2-piece molecular cluster, C3H3IN2O overall (the ωB97M-V functional and the def2-TZVPD basis).

Computed properties:
- HOMO-LUMO gap (spin up / spin down) (eV) = 6.66 / 5.20
- ΔE to the lowest compared entry with this formula, charge and spin (kcal/mol) = 87.4
- total charge = 0
- molar mass (g/mol) = 210.0
- highest occupied orbital energy (spin up / spin down) (eV) = -5.91 / -8.72
- lowest unoccupied orbital energy (spin up / spin down) (eV) = 0.7509 / -3.5215
- E_tot (eV) = -16280.177
- multiplicity = 3

Geometry (Å):
C 1.626 0.972 1.910
C -0.096 -0.720 -0.964
C -1.008 0.280 -1.167
N 0.983 0.663 0.994
N 0.283 -1.735 -0.565
O 0.852 -2.709 -0.190
I -2.317 0.467 0.638
H 2.124 1.425 2.717
H -1.792 0.095 -2.075
H -0.657 1.260 -1.297


Entry from OMol25: one molecule with the formula C3H3IO2 (the ωB97M-V functional and the def2-TZVPD basis).

Computed properties:
- HOMO-LUMO gap (eV) = 10.30
- ΔE to the lowest compared entry with this formula, charge and spin (kcal/mol) = 35.0
- SMILES = O=C(I)[C@@H]1CO1
- total charge = 0
- molar mass (g/mol) = 198.0
- highest occupied orbital energy (eV) = -9.79
- lowest unoccupied orbital energy (eV) = 0.5027
- E_tot (eV) = -15353.018

Geometry (Å):
C -0.004 0.127 -1.341
C 0.557 -0.281 1.232
C -0.216 0.438 0.204
O 0.901 0.498 -1.951
O -0.788 -0.578 0.950
I -1.716 -0.874 -2.104
H 1.237 -0.905 0.704
H 0.902 0.229 2.118
H -0.872 1.346 0.189


Entry from OMol25: one molecule with the formula C3H3IS (the ωB97M-V functional and the def2-TZVPD basis).

Computed properties:
- HOMO-LUMO gap (eV) = 9.43
- ΔE to the lowest compared entry with this formula, charge and spin (kcal/mol) = 12.0
- SMILES = C#C[C@@H](S)I
- total charge = 0
- molar mass (g/mol) = 198.0
- highest occupied orbital energy (eV) = -9.43
- lowest unoccupied orbital energy (eV) = -0.0063
- E_tot (eV) = -22092.430

Geometry (Å):
C -0.977 -1.792 1.115
C -0.231 -1.000 0.628
C 0.671 0.255 -0.117
S 0.181 1.801 0.657
I 2.761 -0.295 0.124
H -1.586 -2.531 1.545
H 0.433 0.219 -1.170
H 0.884 2.568 -0.186


Entry from OMol25: C3H3InO2 as an isolated structure (the ωB97M-V functional and the def2-TZVPD basis).

Computed properties:
- HOMO-LUMO gap (spin up / spin down) (eV) = 5.40 / 5.29
- total charge = -1
- molar mass (g/mol) = 185.9
- highest occupied orbital energy (spin up / spin down) (eV) = -2.16 / -2.09
- lowest unoccupied orbital energy (spin up / spin down) (eV) = 3.2437 / 3.2036
- E_tot (eV) = -12421.372
- multiplicity = 2

Geometry (Å):
H 1.871 1.300 0.555
O 0.909 -0.912 -0.763
O -2.503 -0.201 -0.694
C -0.250 -0.647 -0.012
C 0.761 0.259 0.641
C -1.314 0.125 -0.801
H -0.633 -1.530 0.544
H 0.644 0.242 1.737
In 0.516 1.364 -1.208


Entry from OMol25: C3H3InO4 as an isolated structure (the ωB97M-V functional and the def2-TZVPD basis).

Computed properties:
- HOMO-LUMO gap (spin up / spin down) (eV) = 5.64 / 9.03
- ΔE to the lowest compared entry with this formula, charge and spin (kcal/mol) = 0.0
- total charge = +3
- molar mass (g/mol) = 217.9
- highest occupied orbital energy (spin up / spin down) (eV) = -24.02 / -25.86
- lowest unoccupied orbital energy (spin up / spin down) (eV) = -18.3829 / -16.8301
- E_tot (eV) = -16479.752
- multiplicity = 2

Geometry (Å):
C -0.843 -2.227 1.127
C -0.544 -2.089 -0.162
H 0.028 -1.804 -1.043
In -1.417 -1.775 3.040
O -1.106 -3.284 0.167
O -0.227 0.767 0.197
C 0.363 1.688 -0.314
O 1.327 1.581 -1.220
O 0.172 2.943 0.058
H 1.495 0.652 -1.427
H 0.753 3.548 -0.424


Entry from OMol25: C3H3IrLiO2 as an isolated structure (the ωB97M-V functional and the def2-TZVPD basis).

Computed properties:
- HOMO-LUMO gap (spin up / spin down) (eV) = 7.99 / 6.93
- total charge = +1
- molar mass (g/mol) = 270.2
- highest occupied orbital energy (spin up / spin down) (eV) = -11.95 / -13.51
- lowest unoccupied orbital energy (spin up / spin down) (eV) = -3.9621 / -6.5796
- E_tot (eV) = -10286.906
- multiplicity = 5

Geometry (Å):
C 1.147 -0.675 0.106
C 0.481 -1.821 0.335
H 1.004 -2.774 0.253
H 2.206 -0.738 -0.191
H -0.572 -1.820 0.627
O -3.623 1.930 -1.082
C -2.506 2.085 -1.125
O 0.671 0.575 0.277
Li -0.152 1.615 -0.984
Ir 1.344 1.623 1.784


Entry from OMol25: C3H3Li2O3Yb as an isolated structure (the ωB97M-V functional and the def2-TZVPD basis).

Computed properties:
- HOMO-LUMO gap (eV) = 5.99
- total charge = +1
- molar mass (g/mol) = 274.0
- highest occupied orbital energy (eV) = -10.61
- lowest unoccupied orbital energy (eV) = -4.6207
- E_tot (eV) = -41232.595

Geometry (Å):
O 0.792 2.001 -0.175
Li 0.990 1.861 1.685
C 0.283 0.940 -0.591
O -0.345 1.016 -1.771
C -0.828 -0.296 -2.251
H -0.315 -0.485 -3.206
H -1.896 -0.159 -2.479
Yb -0.217 -1.503 -0.359
C 0.842 -0.541 2.168
O 0.075 -1.538 1.931
Li -1.232 -0.613 3.346
H 1.852 -0.683 1.703


Entry from OMol25: C3H3LiLuO4 as an isolated structure (the ωB97M-V functional and the def2-TZVPD basis).

Computed properties:
- HOMO-LUMO gap (eV) = 7.01
- ΔE to the lowest compared entry with this formula, charge and spin (kcal/mol) = 8.1
- total charge = +1
- molar mass (g/mol) = 285.0
- highest occupied orbital energy (eV) = -10.46
- lowest unoccupied orbital energy (eV) = -3.4556
- E_tot (eV) = -45166.949

Geometry (Å):
O -0.581 -0.062 -0.895
C -0.121 -1.100 -0.351
C 0.818 -1.859 -1.246
H 0.317 -2.814 -1.484
H 1.720 -2.106 -0.660
C -0.422 2.309 0.003
O 0.087 2.501 -1.041
O -0.607 2.138 1.152
Li 0.397 0.629 -2.408
Lu -1.059 -1.792 2.126
O 1.142 -1.119 -2.416
H 1.663 -1.638 -3.033


Entry from OMol25: C3H3LiO2 as an isolated structure (the ωB97M-V functional and the def2-TZVPD basis).

Computed properties:
- HOMO-LUMO gap (spin up / spin down) (eV) = 8.59 / 7.44
- ΔE to the lowest compared entry with this formula, charge and spin (kcal/mol) = 72.3
- total charge = +1
- molar mass (g/mol) = 78.0
- highest occupied orbital energy (spin up / spin down) (eV) = -13.19 / -13.17
- lowest unoccupied orbital energy (spin up / spin down) (eV) = -4.6007 / -5.7270
- E_tot (eV) = -7449.009
- multiplicity = 2

Geometry (Å):
O 0.687 1.119 0.451
Li 2.553 -2.323 -0.741
O 1.695 -0.761 -0.193
C 1.024 -0.139 0.578
C -0.695 1.182 0.179
C -1.164 -0.039 -0.234
H -1.198 1.894 0.831
H -0.984 -0.396 -1.251
H -1.917 -0.537 0.379


Entry from OMol25: C3H3MgNaO2 as an isolated structure (the ωB97M-V functional and the def2-TZVPD basis).

Computed properties:
- HOMO-LUMO gap (spin up / spin down) (eV) = 7.43 / 6.81
- ΔE to the lowest compared entry with this formula, charge and spin (kcal/mol) = 88.1
- total charge = +1
- molar mass (g/mol) = 118.3
- highest occupied orbital energy (spin up / spin down) (eV) = -11.62 / -12.04
- lowest unoccupied orbital energy (spin up / spin down) (eV) = -4.1924 / -5.2349
- E_tot (eV) = -17104.733
- multiplicity = 2

Geometry (Å):
H -2.723 -0.228 -1.319
O 0.770 -0.077 0.100
C -0.250 -0.913 0.154
C -0.898 -1.473 -0.896
C -1.612 -0.108 -1.287
O -1.113 0.945 -1.658
Na 0.522 1.723 -1.153
Mg 2.657 -0.460 0.583
H -0.620 -2.383 -1.422
H -0.146 -2.092 0.489


Entry from OMol25: C3H3MgO3Rb as an isolated structure (the ωB97M-V functional and the def2-TZVPD basis).

Computed properties:
- HOMO-LUMO gap (spin up / spin down) (eV) = 3.01 / 5.50
- ΔE to the lowest compared entry with this formula, charge and spin (kcal/mol) = 0.0
- total charge = -1
- molar mass (g/mol) = 196.8
- highest occupied orbital energy (spin up / spin down) (eV) = -1.05 / -3.54
- lowest unoccupied orbital energy (spin up / spin down) (eV) = 1.9597 / 1.9634
- E_tot (eV) = -15399.994
- multiplicity = 2

Geometry (Å):
H 2.137 0.098 -2.059
C 1.072 -1.303 1.238
C -0.133 -0.895 0.786
O -0.120 0.283 0.023
C -1.292 0.795 -0.459
O -1.101 1.778 -1.199
O 2.202 -0.720 0.920
Rb -4.781 2.583 -1.881
H 1.090 -2.134 1.961
H -1.106 -1.312 1.033
Mg 2.030 0.828 -0.362


| no. | strongest force on any atom (eV Å⁻¹) |
| --- | --- |
| 1 | 3.33 |
| 2 | 6.24 |
| 3 | 3.69 |
| 4 | 5.16 |
| 5 | 5.41 |
| 6 | 9.67 |
| 7 | 2.65 |
| 8 | 1.21 |
| 9 | 2.92 |
| 10 | 2.84 |
| 11 | 9.48 |
| 12 | 3.10 |